one.
DFT (ωB97M-V with the def2-TZVPD basis set) results for a structure of composition C4H6O2Rh.

Its orbital gap (spin up / spin down) is 9.42 / 6.99 eV. The net charge is +1. The molar mass comes out at 188.996 g/mol. The lowest unoccupied orbital energy (spin up / spin down) is -4.76 / -7.59 eV. Its spin multiplicity is 5.

Element x y z (Å)
O: -0.5632 -1.7925 -1.3760
C: -0.0589 -0.5449 -1.7425
C: 0.4619 0.3181 -0.5955
O: -0.5522 1.0800 0.0905
C: -0.6300 0.8626 1.4464
C: 0.0921 -0.1680 1.9575
Rh: -0.4485 -1.9902 0.4632
H: -0.8284 0.0436 -2.2836
H: 0.7931 -0.6696 -2.4436
H: 1.1750 1.0457 -1.0094
H: -0.7180 1.8322 1.9521
H: 0.0520 -0.1903 3.0519
H: 1.2251 0.1733 0.4891


two.
DFT (ωB97M-V with the def2-TZVPD basis set) results for a structure of composition C4H6O2Rh.

Its orbital gap (spin up / spin down) is 8.57 / 7.02 eV. The net charge is +1. The molar mass comes out at 188.996 g/mol. The lowest unoccupied orbital energy (spin up / spin down) is -4.24 / -7.03 eV. Its spin multiplicity is 5.

Element x y z (Å)
H: -1.4844 -2.3979 -1.3396
O: -2.2530 0.2438 -1.5618
C: -1.3892 -0.2247 -0.6037
C: -0.1534 0.2711 -0.3799
C: 0.5257 -0.1469 0.9084
C: 1.8586 0.4659 1.1205
O: 2.3908 1.2299 0.3113
Rh: 1.1618 1.4887 -1.2849
H: -1.7565 0.7768 -2.1938
H: -1.9682 -0.7401 0.1742
H: 0.7055 -1.2432 0.9807
H: -0.0500 0.0727 1.8300
H: 2.4123 0.2040 2.0385


Stability summary - winner: two; margin: 1.221 eV.


one.
DFT (ωB97M-V with the def2-TZVPD basis set) results for a structure of composition C3H6N3S.

Its orbital gap is 10.03 eV. The net charge is +1. The molar mass comes out at 116.169 g/mol. The lowest unoccupied orbital energy is -3.21 eV. Its spin multiplicity is 1.

Element x y z (Å)
C: -0.3277 -2.6322 -1.2488
C: 0.0265 -2.1969 -0.2039
C: -0.0659 1.9746 -0.5061
N: -0.6124 3.0456 -0.1316
N: 0.2512 1.0192 -1.1693
N: 0.2849 -1.6872 1.0784
S: 1.2776 0.9625 0.2398
H: -0.4370 -3.2526 -2.0808
H: -0.8456 3.6359 -0.9283
H: -0.6472 3.4146 0.8173
H: -0.4910 -1.4160 1.5462
H: 0.7597 -2.3792 1.5793
H: 0.8270 -0.4884 1.0079


two.
DFT (ωB97M-V with the def2-TZVPD basis set) results for the ion C3H6N3S with charge +1.

Its orbital gap (spin up / spin down) is 7.13 / 7.14 eV. The net charge is +1. The molar mass comes out at 116.169 g/mol. The lowest unoccupied orbital energy (spin up / spin down) is -5.71 / -5.71 eV. Its spin multiplicity is 1.

Element x y z (Å)
C: 0.5606 -1.7758 0.1359
C: -0.6371 0.2399 -0.0305
C: -1.7530 1.1582 0.0551
N: 1.6412 -1.2391 -0.1590
N: 1.9044 -0.1225 -0.5394
N: -0.6567 -1.0108 0.2237
S: 2.7507 1.0461 0.2195
H: 0.5614 -2.7940 0.2550
H: -1.9281 1.3264 1.2350
H: -2.5939 0.7087 -0.4712
H: -1.6269 2.2358 -0.3392
H: -1.4131 -1.4951 0.4614
H: 3.1906 1.7223 -1.0463


Stability summary - winner: one; margin: 0.619 eV.


one.
DFT (ωB97M-V with the def2-TZVPD basis set) results for a cluster of 2 separate species, C2H3ClNOP in total.

Its orbital gap is 8.81 eV. The net charge is 0. The molar mass comes out at 123.479 g/mol. The lowest unoccupied orbital energy is -1.32 eV. Its spin multiplicity is 1.

Element x y z (Å)
C: -3.2405 -1.4070 0.2827
C: 0.0452 0.1239 -0.0572
N: -3.6731 -2.2592 0.9229
O: -2.7502 0.0909 -1.8326
P: -2.5071 0.0870 -0.4236
Cl: -3.3836 1.6521 0.4864
H: 0.1051 0.4210 -1.1360
H: 0.1764 0.7037 0.7817
H: 0.3323 -0.9275 0.0181


two.
DFT (ωB97M-V with the def2-TZVPD basis set) results for the molecule C2H3ClNOP.

Its orbital gap is 12.06 eV. The net charge is 0. The molar mass comes out at 123.479 g/mol. The lowest unoccupied orbital energy is 0.36 eV. Its spin multiplicity is 1. The SMILES is C[P@](=O)(Cl)C#N.

Element x y z (Å)
C: -0.0756 -0.2061 -0.0120
P: -1.0537 -0.1384 1.5743
O: -0.6450 -1.0449 2.6533
Cl: -2.9922 -0.3859 1.0512
C: -1.0601 1.6147 2.2288
N: -1.1557 2.6809 2.6935
H: -0.1577 -1.3332 -0.2618
H: -0.6379 0.2844 -0.9359
H: 0.8711 0.2571 0.0127


Stability summary - winner: two; margin: 2.213 eV.


one.
DFT (ωB97M-V with the def2-TZVPD basis set) results for a cluster of 2 separate species, C2H3N2O2 in total.

Its orbital gap is 7.13 eV. The net charge is -1. The molar mass comes out at 87.058 g/mol. The lowest unoccupied orbital energy is 4.18 eV. Its spin multiplicity is 1.

Element x y z (Å)
C: -1.4636 -0.5489 -0.2681
C: 1.5820 -0.2293 -0.2889
N: -1.8352 -1.6468 -0.1191
N: -1.0160 0.6248 -0.5188
O: -1.0329 1.5257 0.6306
O: 2.1672 -0.8745 0.5668
H: 1.4827 0.8630 -0.2436
H: -1.0252 0.9723 1.4236
H: 1.1410 -0.6863 -1.1825


two.
DFT (ωB97M-V with the def2-TZVPD basis set) results for the ion C2H3N2O2 with charge -1.

Its orbital gap is 7.27 eV. The net charge is -1. The molar mass comes out at 87.058 g/mol. The lowest unoccupied orbital energy is 4.33 eV. Its spin multiplicity is 1. The SMILES is CON1N=C1[O-].

Element x y z (Å)
C: 0.1527 0.0521 0.3699
O: 1.1231 0.6809 -0.3241
N: 0.9531 0.9744 -1.7185
N: -0.4419 1.4197 -1.8671
C: 0.2874 2.4265 -1.8162
O: 0.4572 3.6219 -1.7108
H: 0.1560 -1.1067 0.3012
H: -0.8190 0.5952 0.5264
H: 0.4315 0.0631 1.4158


three.
DFT (ωB97M-V with the def2-TZVPD basis set) results for the ion C2H3N2O2 with charge -1.

Its orbital gap (spin up / spin down) is 5.62 / 5.62 eV. The net charge is -1. The molar mass comes out at 87.058 g/mol. The lowest unoccupied orbital energy (spin up / spin down) is 3.96 / 3.96 eV. Its spin multiplicity is 1.

Element x y z (Å)
C: 1.2721 -0.0960 -0.1293
C: 0.0600 -0.0958 0.6663
N: 1.4676 0.3460 -1.2418
N: -1.5173 0.2711 -1.0634
O: -2.4637 0.9820 -1.3919
O: -1.0509 0.5464 0.2858
H: 1.9746 -0.9904 0.3359
H: -0.0959 -1.2766 0.8802
H: 0.3535 0.3132 1.6581


Stability summary - winner: one; margin: 1.214 eV.